[1]
Formula: C4H9N3
Source: the OMol25 dataset
Level of theory: ωB97M-V with the def2-TZVPD basis set

## Properties
- E_HOMO: -8.4 eV
- Charge: 0
- Orbital gap: 9.38 eV
- SMILES: [H]/N=C/C(C)(C)/N=N/[H]

Bonds (Å) are listed after each position.
Cartesian coordinates (Å):
1 N 2.1600 0.8807 -0.5616  C4 1.232, H10 1.017
2 N -0.3500 1.4952 0.4625  N3 1.224, C6 1.687
3 N -1.1728 2.0156 -0.2792  N2 1.224, H11 1.042
4 C 1.4106 -0.0399 -0.2313  N1 1.232, C6 1.449, H16 1.260
5 C -0.8438 -0.5982 -1.0692  C6 1.522, H8 1.087, H9 1.091, H14 1.088
6 C 0.0020 -0.1147 0.1005  N2 1.687, C4 1.449, C5 1.522, C7 1.525
7 C -0.2769 -0.8388 1.4132  C6 1.525, H12 1.087, H13 1.089, H15 1.089
8 H -0.5430 -0.1175 -1.9970  C5 1.087
9 H -1.8756 -0.2931 -0.8887  C5 1.091
10 H 3.1207 0.6392 -0.7925  N1 1.017
11 H -1.4148 2.9717 0.0562  N3 1.042
12 H 0.3544 -0.4464 2.2069  C7 1.087
13 H -1.3196 -0.6856 1.6856  C7 1.089
14 H -0.7804 -1.6801 -1.1619  C5 1.088
15 H -0.0890 -1.9054 1.3026  C7 1.089
16 H 1.6181 -1.2827 -0.2461  C4 1.260



[2]
Formula: C4H12S
Source: the OMol25 dataset
Level of theory: ωB97M-V with the def2-TZVPD basis set

## Properties
- E_HOMO: -8.4 eV
- Charge: 0
- Orbital gap: 9.42 eV
- SMILES: CSC.CC

Bonds (Å) are listed after each position.
Cartesian coordinates (Å):
1 S 2.1302 0.5631 0.9789  C2 1.893, C3 1.730
2 C 0.5773 1.6408 1.0815  S1 1.893, H7 1.093, H12 1.081, H13 1.106
3 C 1.9380 -0.6755 -0.2136  S1 1.730, H9 1.088, H11 1.087, H16 1.110
4 C -2.3888 -0.8202 -0.9713  C5 1.551, H6 1.094, H8 1.087, H14 1.095
5 C -3.8362 -1.0329 -1.4858  C4 1.551, H10 1.109, H15 1.089, H17 1.097
6 H -2.3291 -0.2674 -0.0297  C4 1.094
7 H -0.3842 1.1228 1.0520  C2 1.093
8 H -1.7844 -1.7225 -0.9245  C4 1.087
9 H 1.7696 -0.3984 -1.2527  C3 1.088
10 H -4.4519 -0.1539 -1.2053  C5 1.109
11 H 1.2590 -1.4602 0.1090  C3 1.087
12 H 0.5831 2.1922 0.1521  C2 1.081
13 H 0.6496 2.1555 2.0577  C2 1.106
14 H -1.9792 -0.1539 -1.7379  C4 1.095
15 H -3.9714 -1.4675 -2.4746  C5 1.089
16 H 2.8951 -1.2308 -0.2964  C3 1.110
17 H -4.4220 -1.7286 -0.8713  C5 1.097